# 1
Formula: C28H46BaNO2P3S2
Source: OMol25
Level of theory: wB97M-V/def2-TZVPD

Output
total charge	-1
gap between HOMO and LUMO (spin up / spin down)	3.75 / 6.83	eV
expectation value of S²	0.7560
2S+1	2
HOMO energy (spin up / spin down)	-1.345 / -4.430	eV

XYZ file:
```
83
Properties=species:S:1:pos:R:3:forces:R:3
Ba -0.31465 0.61994 -0.35641 -0.6 1.5 -0.6
C -2.86773 -4.25978 1.02688 0.0 -0.1 0.0
C -2.11150 -3.49472 -0.05669 0.2 -0.1 0.2
C -0.62687 -3.88941 -0.03511 0.0 0.0 0.0
P -2.20346 -1.64928 0.04474 -0.5 -0.6 0.2
C -3.84972 -1.17446 -0.67397 -0.1 0.0 0.1
C -5.03288 -2.13455 -0.55735 -0.1 0.1 0.0
C -4.23223 0.25089 -0.25768 0.0 0.0 0.0
C -2.23376 -1.28101 1.84004 0.0 0.1 0.0
C -3.39673 -1.33150 2.61849 0.0 0.0 0.0
C -3.40744 -0.98508 3.95671 0.0 0.0 -0.1
C -2.21636 -0.55583 4.54104 0.0 0.0 0.1
C -1.05528 -0.50272 3.80669 0.1 0.0 -0.2
C -1.01133 -0.88454 2.44267 0.3 -0.1 0.1
N 0.15853 -0.79880 1.69339 0.4 -0.6 1.0
C 1.35147 -1.22316 2.22925 -0.3 -0.1 0.1
C 1.40795 -2.19748 3.26806 -0.1 0.1 -0.2
C 2.59272 -2.70644 3.74038 0.1 0.0 0.0
C 3.81340 -2.28175 3.21927 -0.1 0.1 -0.1
C 3.78749 -1.33475 2.21107 0.1 0.0 0.0
C 2.60598 -0.78591 1.70707 0.0 0.1 0.0
P 2.60367 0.44098 0.34920 0.6 -0.4 0.3
C 3.65013 1.89159 0.83352 0.0 0.1 0.1
C 2.70514 2.97671 1.37317 0.1 0.0 0.0
C 4.80474 1.67537 1.80750 0.0 0.1 0.0
C 3.47761 -0.35512 -1.07938 0.0 -0.1 0.0
C 4.98654 -0.55866 -0.99550 0.0 -0.1 0.0
C 2.75286 -1.66151 -1.42558 0.0 0.0 0.1
H -2.75340 -5.33749 0.86959 0.0 0.0 0.0
H -3.93387 -4.03364 1.04631 0.0 0.0 0.0
H -2.46001 -4.02304 2.01259 0.0 0.0 0.0
H -2.52283 -3.73233 -1.04174 0.0 -0.1 -0.1
H -0.15408 -3.56845 0.89936 0.0 0.0 0.0
H -0.07664 -3.42617 -0.85578 0.0 0.0 0.0
H -0.51418 -4.97520 -0.11270 0.0 0.0 0.0
H -3.57761 -1.12599 -1.73299 0.0 0.0 -0.1
H -5.41930 -2.20312 0.46124 0.0 0.0 0.0
H -4.78905 -3.14169 -0.89822 0.0 0.0 0.0
H -5.84835 -1.76358 -1.18547 0.0 0.0 0.0
H -4.45461 0.31202 0.81086 0.0 0.0 -0.1
H -5.12464 0.56415 -0.80572 0.0 0.0 0.0
H -3.46062 0.99479 -0.48081 0.0 -0.1 0.0
H -4.31909 -1.65515 2.15510 0.0 0.0 0.0
H -4.32260 -1.03185 4.53205 0.0 0.0 0.0
H -2.20313 -0.24906 5.58154 0.0 0.0 0.0
H -0.13963 -0.15796 4.27036 0.0 0.0 0.0
H 0.47721 -2.57095 3.67510 0.0 0.0 0.0
H 2.56905 -3.45776 4.52227 0.0 0.0 0.0
H 4.75073 -2.68108 3.58353 0.0 0.0 0.0
H 4.72862 -1.00061 1.79909 0.0 0.0 0.0
H 4.04896 2.23147 -0.12802 0.0 0.1 0.0
H 2.24637 2.65158 2.31350 0.0 0.0 -0.1
H 1.89950 3.20848 0.67374 0.0 0.0 0.0
H 3.25335 3.90143 1.57592 0.0 0.0 0.0
H 4.44223 1.27880 2.75804 0.0 0.0 0.0
H 5.29163 2.63446 2.00982 0.0 0.0 0.0
H 5.56430 0.99258 1.42705 0.0 0.0 0.0
H 3.26675 0.35251 -1.88720 0.0 0.0 -0.1
H 5.25198 -1.31372 -0.25134 0.0 0.0 0.0
H 5.52006 0.36426 -0.76148 0.0 0.0 0.0
H 5.35543 -0.91494 -1.96240 0.0 0.0 0.0
H 2.77913 -2.36191 -0.58459 0.0 0.0 0.0
H 3.22686 -2.14210 -2.28552 0.0 0.0 0.0
H 1.70791 -1.48075 -1.69901 0.1 0.0 0.0
C -3.13564 3.94057 -5.13523 0.0 0.1 -0.1
C -3.20919 3.47040 -3.69795 0.1 -0.2 -0.1
O -2.37135 2.32542 -3.52944 0.1 0.0 0.1
P -0.97844 2.40830 -2.67252 -0.2 0.5 -0.5
S -0.18120 0.52869 -3.30448 0.1 -0.4 -0.5
S -1.66372 3.34910 -0.82886 -0.1 0.1 0.2
O -0.29065 3.61490 -3.56627 0.1 0.0 0.0
C 0.83108 4.30675 -3.02762 0.0 -0.1 -0.1
C 2.13918 3.57943 -3.30312 0.0 0.0 0.0
H -3.77123 4.82140 -5.27657 0.0 0.0 0.0
H -3.46833 3.15740 -5.81907 0.0 0.0 0.0
H -2.10666 4.20107 -5.38242 0.0 0.0 0.0
H -4.22375 3.15944 -3.44419 -0.1 0.0 0.0
H -2.92843 4.26118 -3.00591 0.1 0.0 0.1
H 0.68633 4.46300 -1.95878 -0.1 0.0 0.1
H 0.82875 5.28546 -3.50860 0.0 0.1 0.0
H 2.06030 2.53568 -2.99224 0.0 0.0 0.0
H 2.95798 4.05666 -2.75410 0.0 0.0 0.0
H 2.38023 3.58812 -4.36816 0.0 0.0 0.0
```
Forces are in eV/Å.

Here are the Mulliken charges for atoms 1 to 4, given in e: atom 1 (Ba): 0.847, atom 2 (C): -1.573, atom 3 (C): 0.155, atom 4 (C): -1.449


# 2
Formula: C14H36BN2O6P
Source: OMol25
Level of theory: wB97M-V/def2-TZVPD

Output
gap between HOMO and LUMO	10.21	eV
2S+1	1
HOMO energy	-10.238	eV

XYZ file:
```
60
Properties=species:S:1:pos:R:3:forces:R:3
N -2.22576 0.88129 3.99131 -1.6 -1.6 -0.7
B -2.14148 -0.45160 3.35209 0.0 -0.9 1.4
O -2.24537 -1.61205 4.22967 -0.8 1.4 -1.5
N -1.95170 -0.71804 1.89449 -1.0 0.3 0.0
C -1.68077 0.51316 1.09566 -0.4 0.0 -1.0
P 0.18161 0.83734 0.83712 2.5 0.7 -4.2
O 0.48753 0.83683 -0.67427 -1.4 -0.1 3.5
O 0.66314 2.37794 1.42700 -1.3 -2.7 0.1
O 1.16492 -0.34879 1.53099 -2.1 1.9 -0.2
C -3.11197 -1.41997 1.32542 -1.9 -0.2 -0.6
O -4.21849 -0.87097 1.24609 2.6 -1.3 0.3
O -2.95206 -2.73370 0.82898 -0.2 2.5 1.5
H -2.87321 1.51357 3.49324 0.9 -0.2 0.1
H -2.70775 0.70571 4.89130 0.9 0.3 -0.4
H -3.18979 -1.86953 4.24048 0.7 -0.1 0.3
H -2.07430 0.30530 0.03934 0.9 0.5 1.3
H -2.22226 1.44572 1.44687 0.7 -1.0 -0.2
H -0.00790 3.04127 1.15509 0.5 -0.6 0.1
H 0.92773 -1.19206 1.08127 0.2 0.7 0.3
H -3.88083 -3.02423 0.67407 0.7 0.3 -0.1
C 6.63781 4.04982 3.91622 0.2 -0.1 0.0
C 6.65908 3.79817 2.41406 -0.1 0.1 0.0
C 5.26818 3.81424 1.77848 0.0 -0.1 -0.1
C 4.30738 2.73256 2.28036 0.0 0.0 0.1
C 4.79843 1.29470 2.11452 -0.1 0.0 0.0
C 5.00969 0.89494 0.66128 0.1 -0.1 0.0
H 6.08844 3.27051 4.44804 0.0 0.0 0.0
H 7.65706 4.06363 4.31037 -0.1 0.0 0.1
H 6.17558 5.01438 4.14297 0.0 -0.1 0.0
H 7.16367 2.84966 2.20745 0.0 0.0 0.0
H 7.26496 4.57768 1.93988 0.0 -0.1 0.0
H 5.37791 3.72812 0.69219 0.0 0.0 0.0
H 4.80829 4.79328 1.95565 0.0 0.0 0.0
H 3.35335 2.83987 1.75252 0.1 0.0 0.0
H 4.08388 2.90580 3.33843 0.0 0.0 0.0
H 4.05271 0.62425 2.55483 0.1 0.0 0.0
H 5.72357 1.13442 2.67657 0.0 0.0 0.0
H 4.08503 1.00946 0.08895 0.1 0.0 0.0
H 5.31832 -0.15146 0.60017 0.0 0.0 -0.1
H 5.78696 1.49671 0.18490 0.0 0.0 0.0
C -2.62966 -1.32180 -2.40147 0.2 -0.1 0.1
C -2.60685 -1.57974 -3.90197 -0.1 0.2 0.0
C -3.99783 -1.57351 -4.53736 0.0 -0.1 -0.1
C -4.95278 -2.65786 -4.03027 0.0 0.0 0.1
C -4.45277 -4.09442 -4.18938 -0.1 0.0 0.0
C -4.23705 -4.50056 -5.64148 0.1 -0.1 0.0
H -3.17430 -2.10233 -1.86654 0.0 0.0 0.0
H -1.60957 -1.30170 -2.00835 -0.1 0.0 0.0
H -3.09753 -0.35849 -2.17739 0.0 0.0 0.0
H -2.09724 -2.52642 -4.10426 0.0 0.0 0.0
H -2.00521 -0.79950 -4.37931 0.0 -0.1 0.0
H -3.88785 -1.66382 -5.62322 0.0 0.0 0.0
H -4.46272 -0.59627 -4.36444 0.0 0.0 0.0
H -5.90630 -2.55339 -4.56043 0.0 0.0 0.0
H -5.17768 -2.47969 -2.97328 0.0 0.0 0.0
H -5.19327 -4.76920 -3.74659 0.1 0.0 0.0
H -3.52748 -4.24304 -3.62485 0.0 0.0 0.0
H -5.16146 -4.39752 -6.21617 0.1 0.0 0.0
H -3.91941 -5.54432 -5.69788 0.0 0.1 -0.1
H -3.46461 -3.89433 -6.11937 -0.1 0.0 0.0
```
Forces are in eV/Å.

Here are the natural (NBO) charges for atoms 1 to 4, given in e: atom 1 (N): -1.088, atom 2 (B): 1.175, atom 3 (O): -0.923, atom 4 (N): -0.773


# 3
Formula: C4H10N3
Source: OMol25
Level of theory: wB97M-V/def2-TZVPD

Output
total charge	+1
gap between HOMO and LUMO	8.89	eV
ΔE to the lowest compared entry with this formula, charge and spin	4.630	eV
2S+1	1
HOMO energy	-13.421	eV

XYZ file:
```
17
Properties=species:S:1:pos:R:3:forces:R:3
C 2.36345 0.51082 0.28940 -0.5 -0.9 -1.9
C -2.09136 -0.48897 0.89887 2.7 -2.8 -0.2
C -0.86091 0.38050 -1.17250 -3.0 1.4 0.4
C -0.94417 0.12626 0.15564 1.4 0.6 -0.7
N 1.50491 -1.48335 -0.65742 0.3 -1.3 -0.6
N 2.14883 -0.38179 -0.47201 1.1 0.5 2.1
N 2.61375 1.70390 0.64386 0.4 0.2 1.0
H -2.81654 -0.88013 0.20956 -0.3 -0.3 -0.2
H -2.56598 0.21106 1.51830 -0.5 0.8 1.3
H -1.55908 -1.38956 1.49271 -1.8 1.9 -0.9
H 2.13148 -2.29844 -0.75155 -0.8 0.6 -0.2
H -0.18707 1.08723 -1.69026 0.3 -1.0 0.5
H -1.87380 0.33150 -1.73266 1.9 -0.4 0.7
H -0.04987 0.32561 0.82310 -1.0 0.0 -0.7
H 0.60641 -1.53502 -0.18628 0.1 -0.2 -0.2
H 3.03745 1.87295 1.54644 0.0 0.1 0.0
H 2.27898 2.47426 0.11338 -0.3 0.8 -0.5
```
Forces are in eV/Å.

Here are the natural (NBO) charges for atoms 1 to 4, given in e: atom 1 (C): 0.609, atom 2 (C): -0.638, atom 3 (C): -0.432, atom 4 (C): -0.188


Respective calculated total energy values: -85602.8327; -40336.7646; -8769.9695 eV.